Entry from the OMol25 dataset: 4 unconnected molecules or ions with the total composition C40H80F9N3O9S2 (wB97M-V/def2-TZVPD).

XYZ file:
```
143
Properties=species:S:1:pos:R:3:lowdin_charge:R:1
C 2.1034 -1.3028 3.0787 -0.0975
C 1.9211 -1.4707 1.5540 -0.1995
C 1.4590 -0.1748 0.8522 -0.1856
O 0.0303 -0.1166 0.8911 -0.1483
C -0.5554 0.3771 -0.2978 -0.1140
C -1.7780 1.2981 -0.0602 -0.3450
C -2.7771 1.1993 -1.2301 -0.0722
C -3.2531 -0.2457 -1.5329 -0.1602
C -2.7115 -0.6861 -2.9200 -0.2152
C -2.8212 -2.2029 -3.1291 -0.2007
S -1.3995 -3.1245 -2.5070 0.5851
O -1.3033 -4.3719 -3.1636 -0.2609
O -1.5939 -3.2524 -1.0949 -0.2838
O -0.0640 -2.2854 -2.7558 -0.1454
O -1.2028 2.6389 -0.2671 -0.1587
S -0.5627 3.0229 1.1878 0.6367
O 0.8558 2.9847 1.2779 -0.2186
O -0.9297 4.3888 1.3378 -0.2274
O -1.3488 1.9921 2.1501 -0.1371
C -2.4166 1.4044 1.3135 -0.3251
C -3.5081 2.5756 1.3736 -0.1091
C -3.5145 3.2457 2.7612 -0.1866
C -4.8798 3.9215 3.0394 -0.1893
C -4.9074 4.7276 4.3526 -0.1573
C -4.1062 4.1045 5.4995 -0.2589
O -2.8285 4.7054 5.5827 -0.1854
C -2.0217 4.1315 6.5924 -0.1053
C -3.2033 0.2174 1.8833 -0.0487
C -2.5004 -1.1609 1.8749 -0.0340
C -1.7055 -1.4279 3.1501 -0.4328
F -0.8482 -2.4369 2.8474 0.1132
F -0.9680 -0.3897 3.5444 0.1532
C -2.6086 -1.9762 4.3027 -0.3777
F -2.6941 -3.2892 4.1563 0.1793
F -3.8718 -1.5300 4.1937 0.1482
C -2.1445 -1.5983 5.7352 -0.3650
F -2.9738 -2.2484 6.5663 0.1592
F -2.3524 -0.3139 5.9596 0.1852
C -0.7002 -2.0406 6.1333 -0.5978
F -0.7184 -2.2850 7.4443 0.1743
F 0.1742 -1.0880 5.9693 0.2081
F -0.3264 -3.1450 5.5540 0.2208
H 1.6497 -0.3926 3.4767 0.0648
H 3.1633 -1.2865 3.3476 0.0695
H 1.6750 -2.1819 3.5675 0.0593
H 2.9058 -1.6852 1.1177 0.1042
H 1.2817 -2.3202 1.3030 0.1023
H 1.8284 0.6671 1.4450 0.1050
H 1.8708 -0.2036 -0.1633 0.1242
H 0.1955 0.9729 -0.8283 0.1394
H -0.7674 -0.4797 -0.9575 0.1071
H -3.6505 1.8353 -1.0796 0.1228
H -2.2535 1.6072 -2.1001 0.1312
H -2.8973 -0.9949 -0.8250 0.0851
H -4.3397 -0.2368 -1.6418 0.1225
H -1.6836 -0.3490 -3.0822 0.1036
H -3.3069 -0.2205 -3.7120 0.1219
H -2.9497 -2.4791 -4.1774 0.1078
H -3.6738 -2.6199 -2.5892 0.1171
H 0.4023 -2.2164 -1.9031 0.0964
H -3.3870 3.3015 0.5675 0.1244
H -4.5189 2.1629 1.2669 0.1154
H -2.7566 4.0254 2.8281 0.1074
H -3.3905 2.5091 3.5547 0.1011
H -5.2313 4.5066 2.1838 0.1138
H -5.5979 3.0902 3.1396 0.1113
H -5.9432 4.7860 4.6946 0.1080
H -4.4833 5.7183 4.1688 0.1210
H -4.0481 3.0059 5.4471 0.1158
H -4.6333 4.3269 6.4438 0.1217
H -1.5794 4.8830 7.2551 0.0846
H -1.1848 3.6201 6.0972 0.0876
H -2.5576 3.4134 7.2231 0.0837
H -4.0996 0.1227 1.2696 0.1318
H -3.5290 0.4754 2.8918 0.1281
H -3.2985 -1.9136 1.8938 0.1393
H -1.9168 -1.3832 0.9865 0.1007
C 8.0306 0.6867 4.0354 -0.0925
C 6.9209 1.4156 3.2913 -0.2765
N 5.6020 1.2026 3.8583 -0.1951
C 4.5282 1.6884 3.0052 -0.2548
C 4.4415 3.1953 2.7412 -0.0741
C 5.4609 1.5061 5.2725 -0.2478
C 5.7806 2.9330 5.7361 -0.0829
H 7.8353 -0.3860 4.0798 0.0786
H 8.9789 0.8350 3.5158 0.0719
H 8.1590 1.0606 5.0521 0.0633
H 6.9166 1.0418 2.2633 0.1171
H 7.1795 2.4839 3.2336 0.0997
H 3.5709 1.3487 3.4112 0.0974
H 4.6181 1.1812 2.0375 0.1085
H 4.0407 3.7350 3.5978 0.0592
H 3.7613 3.3812 1.9066 0.0639
H 5.4069 3.6282 2.4755 0.0673
H 6.0990 0.8173 5.8329 0.0992
H 4.4465 1.2487 5.5894 0.1140
H 6.6834 3.3303 5.2699 0.0673
H 5.9426 2.9402 6.8165 0.0709
H 4.9584 3.6183 5.5362 0.0545
C 1.3037 5.1806 -1.7049 -0.0718
C 1.3961 4.0442 -2.7121 -0.2706
N 1.3632 4.4792 -4.0973 -0.1963
C 1.1976 3.3811 -5.0352 -0.2522
C 2.3165 2.3371 -5.1291 -0.0883
C 2.3485 5.4793 -4.4724 -0.2472
C 3.8307 5.1341 -4.2801 -0.0839
H 0.4012 5.7737 -1.8605 0.0867
H 1.2658 4.7677 -0.6957 0.0557
H 2.1690 5.8438 -1.7492 0.0685
H 0.5377 3.3866 -2.5389 0.1051
H 2.2957 3.4498 -2.4875 0.1019
H 1.0152 3.7920 -6.0325 0.1111
H 0.2702 2.8596 -4.7719 0.1031
H 3.1771 2.7128 -5.6802 0.0545
H 1.9541 1.4597 -5.6710 0.0683
H 2.6517 1.9961 -4.1487 0.0634
H 2.1374 6.3913 -3.9082 0.1006
H 2.1828 5.7652 -5.5148 0.1138
H 4.0222 4.6355 -3.3288 0.0676
H 4.4254 6.0502 -4.2922 0.0712
H 4.2083 4.5029 -5.0835 0.0531
C 0.1751 -8.1672 -8.6840 -0.0933
C -0.1597 -7.6625 -7.2876 -0.2770
N -1.5093 -7.1441 -7.1636 -0.1993
C -1.7369 -6.4384 -5.9097 -0.2490
C -1.6600 -7.2372 -4.6060 -0.0833
C -2.5743 -8.0408 -7.5786 -0.2509
C -2.6868 -9.3981 -6.8724 -0.0852
H 0.0285 -7.3847 -9.4304 0.0783
H 1.2214 -8.4758 -8.7209 0.0716
H -0.4258 -9.0336 -8.9638 0.0627
H 0.5402 -6.8549 -7.0554 0.1177
H 0.0429 -8.4679 -6.5651 0.0996
H -2.7086 -5.9372 -5.9579 0.1110
H -1.0051 -5.6265 -5.8499 0.1047
H -2.5483 -7.8498 -4.4527 0.0570
H -1.6016 -6.5485 -3.7626 0.0409
H -0.7799 -7.8805 -4.5614 0.0697
H -2.4642 -8.2256 -8.6508 0.0984
H -3.5302 -7.5166 -7.4942 0.1127
H -1.7161 -9.8749 -6.7291 0.0670
H -3.2961 -10.0761 -7.4749 0.0700
H -3.1756 -9.3120 -5.9033 0.0530
```

Values from the calculation:
- 2S+1 = 1
- HOMO (eV) = -7.974
- largest force on an atom (Eh/bohr) = 0.0683
- SMILES string = CCCOC[C@]1(CCCCS(=O)(=O)O)OS(=O)(=O)O[C@]1(CCCCCOC)CCC(F)(F)C(F)(F)C(F)(F)C(F)(F)F.CCN(CC)CC.CCN(CC)CC.CCN(CC)CC
- lowest unoccupied orbital energy (eV) = 0.09
- E (eV) = -111799.7822


Entry from the OMol25 dataset: 11 unconnected molecules or ions with the total composition C40H80N3O13PS13 (wB97M-V/def2-TZVPD).

XYZ file:
```
150
Properties=species:S:1:pos:R:3:lowdin_charge:R:1
O 2.0135 -2.6600 5.0865 0.1190
C 1.5186 -1.5960 5.3054 -0.5396
O 0.2302 -1.4613 5.6874 0.1068
C 2.2564 -0.3069 5.1739 -0.1057
C 3.2759 -0.3359 4.0349 -0.1511
C 2.7173 -0.8038 2.6765 -0.1321
C 2.5769 0.3070 1.6703 -0.1678
C 3.5990 0.5516 0.7582 -0.0202
C 3.5169 1.5779 -0.1741 -0.0379
C 2.3990 2.3869 -0.2345 -0.2630
C 2.3176 3.5173 -1.2167 -0.2322
C 2.4039 4.8834 -0.5546 -0.4602
S 3.8923 5.0975 0.4645 1.0141
C 3.1626 5.2480 2.0217 -0.6984
N 2.9838 6.3629 2.6585 0.0600
N 2.4193 6.0261 3.8783 0.0544
C 2.2954 4.7466 3.8668 -0.2033
O 2.7348 4.1697 2.7429 0.0271
C 1.3625 2.1562 0.6849 -0.3630
C 1.4423 1.1302 1.6368 -0.2090
N 0.4207 0.8916 2.5931 0.0851
C -0.9263 1.0796 2.1748 -0.2505
C -1.8977 0.2304 2.6989 -0.0121
C -3.2128 0.3811 2.3676 -0.0759
C -3.6076 1.3744 1.4984 -0.0781
C -2.6408 2.2251 0.9526 -0.4237
P -3.2581 3.5016 -0.1673 0.3857
S -4.1420 5.0135 0.7208 0.0608
C -1.2982 2.0935 1.2984 -0.4388
S -0.0649 3.2081 0.6834 1.0590
H 0.0343 -2.1125 6.3719 0.1262
H 1.5632 0.5216 5.1121 0.1009
H 2.8050 -0.2056 6.1095 0.1338
H 3.7154 0.6531 3.9597 0.1169
H 4.0420 -1.0382 4.3403 0.1094
H 3.4191 -1.5219 2.2718 0.1126
H 1.7430 -1.2652 2.7923 0.1051
H 4.4973 -0.0469 0.7761 0.1128
H 4.3563 1.7217 -0.8306 0.0843
H 1.3914 3.4461 -1.7852 0.1024
H 3.1190 3.4590 -1.9466 0.0676
H 2.4020 5.6517 -1.3179 0.0644
H 1.5605 5.0821 0.0942 0.0319
H 1.8946 4.1636 4.6713 0.1270
H 0.6107 1.3508 3.4726 0.1265
H -1.6227 -0.5606 3.3757 0.1006
H -3.9655 -0.2545 2.7991 0.0780
H -4.6419 1.5290 1.2367 0.1041
H -2.1656 3.8478 -0.9558 -0.0714
H -4.1576 2.8017 -0.9749 -0.0222
C 3.3258 -5.5159 5.5790 -0.2815
S 4.4327 -6.3054 6.7459 0.8157
O 5.5002 -6.9802 5.9478 -0.5672
C 3.3048 -7.5934 7.2627 -0.2833
H 3.8592 -4.6977 5.1028 0.0424
H 3.0141 -6.2426 4.8281 0.0614
H 2.4619 -5.1178 6.1080 0.0430
H 3.0034 -8.1795 6.3995 0.0368
H 2.4356 -7.1537 7.7540 0.0563
H 3.8347 -8.2351 7.9607 0.0470
C -8.5935 0.3574 4.4652 -0.2747
S -7.3270 1.0344 3.3846 0.8058
O -6.3638 -0.0579 3.0964 -0.5449
C -6.5724 2.1115 4.6058 -0.2642
H -9.1539 -0.3800 3.8949 0.0473
H -8.1249 -0.1185 5.3270 0.0560
H -9.2591 1.1594 4.7838 0.0509
H -6.2421 1.5203 5.4606 0.0582
H -7.2945 2.8668 4.9150 0.0532
H -5.7178 2.5928 4.1336 0.0482
C 0.1251 6.5308 -4.1225 -0.2561
S -0.4594 5.8370 -2.5739 0.7835
O -1.5840 4.9221 -2.9128 -0.5635
C -1.1855 7.3442 -1.9322 -0.2470
H 0.5792 5.7265 -4.6972 0.0509
H -0.7180 6.9498 -4.6715 0.0591
H 0.8702 7.2988 -3.9149 0.0558
H -1.9401 7.7068 -2.6298 0.0624
H -0.4013 8.0878 -1.7879 0.0574
H -1.6509 7.1052 -0.9767 0.0460
C -3.9732 -4.9931 2.0804 -0.2669
S -2.6625 -4.0439 2.8585 0.8169
O -3.0987 -2.6254 2.8466 -0.5373
C -1.4729 -4.2339 1.5257 -0.2660
H -4.8382 -4.9600 2.7387 0.0505
H -4.2235 -4.5448 1.1190 0.0611
H -3.6464 -6.0253 1.9526 0.0519
H -1.9004 -3.8419 0.6030 0.0460
H -1.2168 -5.2877 1.4147 0.0541
H -0.5836 -3.6665 1.7946 0.0454
C -6.6327 2.2463 -4.6924 -0.3028
S -5.7853 0.9621 -3.7675 0.8050
O -5.9429 1.3016 -2.3248 -0.5683
C -4.1233 1.4302 -4.2439 -0.2645
H -7.6978 2.1573 -4.4953 0.0322
H -6.2772 3.2241 -4.3662 0.0651
H -6.4429 2.1104 -5.7563 0.0338
H -3.9406 2.4675 -3.9556 0.0580
H -4.0129 1.3104 -5.3218 0.0570
H -3.4247 0.7686 -3.7253 0.0061
C 4.5231 1.9488 -3.9586 -0.2646
S 5.7415 2.9567 -3.1020 0.7966
O 5.2590 4.3650 -3.1604 -0.5491
C 7.0429 2.7854 -4.3204 -0.2717
H 3.6092 1.9619 -3.3671 0.0273
H 4.3334 2.3627 -4.9473 0.0629
H 4.8911 0.9290 -4.0454 0.0411
H 6.6928 3.1480 -5.2846 0.0586
H 7.3327 1.7408 -4.3966 0.0357
H 7.8869 3.3832 -3.9800 0.0517
C -0.7296 -1.3888 -0.8545 -0.2612
S -0.7602 -0.1902 -2.1876 0.8207
O -1.8922 -0.5536 -3.0842 -0.5497
C 0.7430 -0.7448 -2.9991 -0.2618
H -1.6202 -1.2290 -0.2464 0.0514
H -0.7341 -2.3965 -1.2727 0.0555
H 0.1620 -1.2230 -0.2470 0.0509
H 0.6413 -1.7932 -3.2815 0.0568
H 1.5846 -0.6068 -2.3187 0.0465
H 0.8836 -0.1331 -3.8881 0.0488
C 5.3083 -1.6868 -7.1776 -0.2647
S 6.5376 -0.7144 -6.3037 0.8089
O 6.0687 0.6986 -6.3287 -0.5588
C 7.8234 -0.8587 -7.5467 -0.2650
H 4.3986 -1.6847 -6.5812 0.0499
H 5.1146 -1.2354 -8.1503 0.0611
H 5.6697 -2.7086 -7.2916 0.0553
H 7.4563 -0.4642 -8.4938 0.0609
H 8.1106 -1.9048 -7.6498 0.0552
H 8.6774 -0.2760 -7.2091 0.0516
C 6.2756 -10.3435 5.8805 -0.2610
S 4.6076 -10.7220 5.3517 0.8082
O 3.7187 -10.4367 6.5114 -0.5600
C 4.8016 -12.5064 5.2750 -0.2752
H 6.3288 -9.2637 6.0208 0.0244
H 6.4834 -10.8585 6.8188 0.0608
H 6.9784 -10.6519 5.1064 0.0554
H 5.1076 -12.8810 6.2516 0.0567
H 5.5442 -12.7559 4.5173 0.0512
H 3.8395 -12.9330 5.0002 0.0470
C -10.1738 4.3842 -6.9617 -0.2645
S -8.7497 3.3142 -7.1938 0.7822
O -7.6600 4.1471 -7.7614 -0.5364
C -9.4529 2.3666 -8.5495 -0.2658
H -9.9279 5.0951 -6.1760 0.0517
H -10.3846 4.9154 -7.8897 0.0578
H -11.0312 3.7837 -6.6583 0.0538
H -9.7130 3.0391 -9.3668 0.0576
H -10.3339 1.8305 -8.1969 0.0534
H -8.6997 1.6555 -8.8814 0.0498
```

Values from the calculation:
- ΔE to the lowest compared entry with this formula, charge and spin (kJ/mol) = 0.0
- 2S+1 = 1
- HOMO (eV) = -7.638
- largest force on an atom (Eh/bohr) = 0.0228
- lowest unoccupied orbital energy (eV) = 0.12
- E (eV) = -224005.0165


Entry from the OMol25 dataset: 10 unconnected molecules or ions with the total composition C40H80O14S4 (wB97M-V/def2-TZVPD).

XYZ file:
```
138
Properties=species:S:1:pos:R:3:lowdin_charge:R:1
O 2.7081 -5.4558 -1.9798 -0.3302
S 1.2783 -5.4577 -1.7829 0.6505
O 0.7689 -6.3826 -0.7969 -0.3181
C 0.6426 -3.8179 -1.6230 -0.2547
C -0.8871 -3.9735 -1.9703 -0.1918
C -1.0441 -5.0450 -3.0705 -0.1800
C 0.3834 -5.7494 -3.3421 -0.1903
H 1.1825 -3.1928 -2.3509 0.0724
H 0.7454 -3.4527 -0.6054 0.0900
H -1.4212 -4.2933 -1.0055 0.1400
H -1.3368 -3.0841 -2.3223 0.0571
H -1.4246 -4.6287 -4.0195 0.1025
H -1.6521 -5.8947 -2.7440 0.1011
H 0.9190 -5.2689 -4.1143 0.0493
H 0.2296 -6.8111 -3.5209 0.0985
O 0.0206 -1.0757 -0.6650 -0.3274
S -0.5044 -0.2759 0.4298 0.6837
O -1.7985 -0.6808 0.9438 -0.3496
C 0.7311 -0.0837 1.6677 -0.2064
C 1.6000 0.9793 1.0034 -0.2047
C 0.6605 2.1387 0.5849 -0.1685
C -0.6189 1.5042 -0.0328 -0.1679
H 1.0979 -1.0688 1.9391 0.1144
H 0.1831 0.2839 2.5343 0.0930
H 2.3643 1.3913 1.6767 0.1088
H 2.1301 0.5540 0.1672 0.0837
H 1.2056 2.6598 -0.2404 0.1138
H 0.4056 2.7737 1.3868 0.0727
H -0.5432 1.5320 -1.1647 0.1084
H -1.6049 1.8988 0.1496 0.0608
O -3.7248 2.6208 0.8939 -0.3532
S -5.0494 1.9608 0.9088 0.7017
O -5.8073 2.1717 -0.3072 -0.3397
C -4.8923 0.2164 1.3212 -0.1917
C -5.8616 -0.0348 2.5332 -0.1730
C -5.9904 1.3056 3.2964 -0.2044
C -6.0790 2.4884 2.3397 -0.2154
H -3.8496 0.0840 1.6777 0.0735
H -5.0899 -0.2455 0.3693 0.0894
H -6.7794 -0.5144 2.2313 0.1121
H -5.2971 -0.6888 3.1781 0.0647
H -4.9916 1.5278 3.8628 0.1298
H -6.8261 1.2649 3.9789 0.1091
H -5.6826 3.4172 2.7521 0.0933
H -7.0491 2.7125 1.9297 0.0922
O 3.3497 -1.5465 -5.3716 -0.3050
S 1.9744 -1.8011 -5.0429 0.6325
O 1.5701 -3.0884 -4.5944 -0.3087
C 1.5121 -0.6021 -3.8485 -0.2221
C 1.3607 0.6301 -4.7744 -0.1996
C 0.3535 0.1339 -5.8418 -0.1724
C 1.0250 -1.1516 -6.3773 -0.2254
H 2.3432 -0.3913 -3.1960 0.0907
H 0.6294 -0.9100 -3.2944 0.0988
H 1.0404 1.4365 -4.1498 0.0876
H 2.3109 0.9672 -5.2327 0.1268
H 0.2485 0.7489 -6.7022 0.1000
H -0.6691 -0.1550 -5.4612 0.1064
H 1.7837 -1.0683 -7.1618 0.1079
H 0.3451 -1.9453 -6.6662 0.0991
C -3.8227 -1.8087 -3.9444 -0.1532
C -3.4508 -0.8347 -2.8001 -0.1191
C -2.9600 0.3926 -3.6121 -0.1736
O -2.5881 -0.0876 -4.9221 -0.1945
C -3.6622 -1.0454 -5.2414 -0.1636
H -4.8014 -2.2698 -3.9668 0.1122
H -3.0875 -2.5770 -3.8893 0.0779
H -2.6855 -1.1936 -2.1163 0.0845
H -4.3278 -0.5028 -2.2212 0.1052
H -2.0571 0.8873 -3.2570 0.1091
H -3.7520 1.1256 -3.6887 0.1153
H -3.3452 -1.7206 -6.0438 0.1203
H -4.5406 -0.5129 -5.6218 0.1198
C 4.7650 2.9146 -2.7950 -0.1412
C 5.8781 2.6248 -1.7728 -0.1357
C 5.2113 1.6431 -0.8343 -0.1979
O 3.8369 1.6266 -1.1082 -0.1411
C 3.5311 2.6695 -1.9484 -0.2591
H 4.7928 2.1623 -3.5795 0.1100
H 4.7341 3.9157 -3.2501 0.1192
H 6.1907 3.5350 -1.2529 0.1095
H 6.7937 2.2414 -2.1832 0.1064
H 5.3394 1.7761 0.2363 0.1111
H 5.5757 0.6305 -0.9720 0.1014
H 3.2910 3.6200 -1.4041 0.1290
H 2.6152 2.4368 -2.4878 0.1066
C 3.8562 -2.2261 -1.0210 -0.1526
C 4.6495 -2.1309 0.3746 -0.1136
C 6.0334 -2.7082 -0.1263 -0.2625
O 6.2907 -1.9934 -1.2810 -0.1503
C 4.9908 -2.0388 -2.0154 -0.1489
H 3.0756 -1.5033 -1.0400 0.0696
H 3.3970 -3.2129 -1.1690 0.0800
H 4.1298 -2.8230 1.0597 0.1002
H 4.7915 -1.1511 0.8556 0.0965
H 5.9458 -3.8249 -0.2092 0.1294
H 6.8350 -2.5778 0.6069 0.1119
H 5.0449 -2.9852 -2.6290 0.1428
H 4.8908 -1.0664 -2.5130 0.1073
C -2.6263 3.3201 4.2701 -0.1477
C -2.1766 2.9254 5.6606 -0.1765
C -1.0664 1.9057 5.4832 -0.1614
O -0.6801 2.1520 4.1123 -0.1541
C -1.8361 2.3773 3.3728 -0.2430
H -2.3096 4.3583 4.0525 0.1229
H -3.7535 3.2288 4.1433 0.1040
H -3.0695 2.5496 6.2121 0.1180
H -1.7566 3.7342 6.2830 0.1122
H -1.4648 0.8586 5.5716 0.1247
H -0.2535 2.0202 6.1638 0.1084
H -2.3028 1.4592 3.0181 0.0999
H -1.5544 2.9095 2.4631 0.1037
C -2.9805 -2.9263 3.1370 -0.1363
C -4.0788 -3.5081 4.0741 -0.1403
C -4.4212 -2.3589 5.0361 -0.1801
O -3.7767 -1.2196 4.4754 -0.1993
C -2.5614 -1.6637 3.8963 -0.2069
H -3.3849 -2.6501 2.1549 0.1005
H -2.2501 -3.7576 2.9531 0.1259
H -3.7016 -4.3538 4.5976 0.0966
H -4.9487 -3.7989 3.6033 0.0773
H -3.9379 -2.4911 5.9806 0.1067
H -5.4827 -2.1418 5.1578 0.1218
H -1.8286 -1.9407 4.6863 0.1329
H -2.2499 -0.8599 3.2143 0.0839
C 3.2856 5.5406 3.5126 -0.1696
C 4.4852 4.6731 3.8068 -0.1321
C 4.4088 3.6138 2.6430 -0.2020
O 3.0333 3.4825 2.3953 -0.1843
C 2.2448 4.5506 3.0407 -0.1544
H 3.5102 6.2283 2.6890 0.1215
H 2.8812 6.1181 4.3229 0.1077
H 4.3283 4.0912 4.7278 0.1209
H 5.4164 5.1590 3.8368 0.0898
H 4.7949 2.6175 2.8578 0.1142
H 4.8503 3.8754 1.6966 0.0998
H 1.6153 4.0770 3.7933 0.1142
H 1.5661 4.8714 2.3055 0.0960
```

Values from the calculation:
- ΔE to the lowest compared entry with this formula, charge and spin (kJ/mol) = 91.8
- 2S+1 = 1
- HOMO (eV) = -9.171
- largest force on an atom (Eh/bohr) = 0.0519
- SMILES string = O=S1(=O)CCCC1.O=S1(=O)CCCC1.O=S1(=O)CCCC1.O=S1(=O)CCCC1.C1CCOC1.C1CCOC1.C1CCOC1.C1CCOC1.C1CCOC1.C1CCOC1
- lowest unoccupied orbital energy (eV) = 0.48
- E (eV) = -114777.6466


Question: Which of these has the highest E?
Answer: C40H80F9N3O9S2